Record 1
Density functional theory data (ωB97M-V/def2-TZVPD) for one molecule with the formula C3H5NO2.

Computed properties:
Energy relative to the best compared isomer or geometry (same formula, charge and spin) in kcal/mol: 10.1
Electronic energy in hartree: -322.55828
Charge: 0
HOMO-LUMO gap in eV: 11.161
Structure (SMILES): CC(=O)NC=O
E_LUMO in Ha: 0.0265

Each line ends with the Mulliken charge.
Cartesian coordinates (Å):
1 C 1.015 1.122 0.428  -1.12
2 C 0.796 -0.277 -0.090  0.70
3 O 1.511 -0.891 -0.840  -0.52
4 N -0.467 -0.763 0.346  -0.24
5 C -1.430 -1.078 -0.610  0.04
6 O -2.549 -0.630 -0.535  -0.52
7 H 0.171 1.726 0.064  0.32
8 H 1.948 1.552 0.070  0.31
9 H 0.978 1.151 1.522  0.36
10 H -0.884 -0.182 1.067  0.28
11 H -1.088 -1.731 -1.423  0.38


Record 2
Density functional theory data (ωB97M-V/def2-TZVPD) for one molecule with the formula C3H5NO2 at a distorted geometry.

Computed properties:
Energy relative to the best compared isomer or geometry (same formula, charge and spin) in kcal/mol: 114.7
Electronic energy in hartree: -322.39158
Charge: 0
HOMO-LUMO gap in eV: 9.283
Structure (SMILES): O=NC1COC1
E_LUMO in Ha: -0.0129

Each line ends with the Mulliken charge.
Cartesian coordinates (Å):
1 O 2.383 -0.822 0.301  -0.31
2 N 1.446 -0.349 0.907  -0.08
3 C 0.520 0.168 -0.097  0.25
4 C -0.666 1.058 0.407  -0.48
5 O -1.630 0.063 0.033  -0.38
6 C -0.616 -0.790 -0.485  -0.49
7 H 1.300 0.157 -0.904  0.49
8 H -0.847 2.010 -0.101  0.22
9 H -0.707 1.228 1.497  0.26
10 H -0.574 -1.778 -0.023  0.30
11 H -0.681 -0.882 -1.576  0.23


Record 3
Density functional theory data (ωB97M-V/def2-TZVPD) for one molecule with the formula C3H5NO2.

Computed properties:
Energy relative to the best compared isomer or geometry (same formula, charge and spin) in kcal/mol: 38.5
Electronic energy in hartree: -322.51292
Charge: 0
HOMO-LUMO gap in eV: 10.755
Structure (SMILES): [H]/N=C/OCC=O
E_LUMO in Ha: 0.0313

Each line ends with the Mulliken charge.
Cartesian coordinates (Å):
1 N 1.466 0.517 0.571  -0.59
2 C 1.313 0.017 -0.578  0.12
3 O 0.259 -0.755 -0.905  -0.36
4 C -0.756 -0.838 0.093  -0.31
5 C -1.396 0.533 0.277  0.09
6 O -1.689 1.013 1.337  -0.45
7 H 2.322 1.064 0.622  0.22
8 H 1.953 0.143 -1.455  0.38
9 H -0.366 -1.217 1.042  0.30
10 H -1.502 -1.531 -0.314  0.28
11 H -1.603 1.052 -0.689  0.32


Record 4
Density functional theory data (ωB97M-V/def2-TZVPD) for one molecule with the formula C3H5NO2.

Computed properties:
Energy relative to the best compared isomer or geometry (same formula, charge and spin) in kcal/mol: 5.3
Electronic energy in hartree: -322.56588
Charge: 0
HOMO-LUMO gap in eV: 10.999
Structure (SMILES): O=C1NCCO1
E_LUMO in Ha: 0.0295

Each line ends with the Mulliken charge.
Cartesian coordinates (Å):
1 O 2.590 -0.043 -0.308  -0.56
2 C 1.402 0.062 -0.169  0.52
3 N 0.585 -0.650 0.694  -0.29
4 C -0.773 -0.533 0.201  -0.41
5 C -0.702 0.903 -0.294  -0.34
6 O 0.613 0.935 -0.873  -0.33
7 H 0.955 -1.536 1.003  0.26
8 H -0.937 -1.169 -0.680  0.26
9 H -1.531 -0.754 0.955  0.33
10 H -0.729 1.652 0.504  0.26
11 H -1.472 1.132 -1.034  0.29


Record 5
Density functional theory data (ωB97M-V/def2-TZVPD) for C3H5NO2 as an isolated structure at a distorted geometry.

Computed properties:
Energy relative to the best compared isomer or geometry (same formula, charge and spin) in kcal/mol: 177.5
Electronic energy in hartree: -322.29147
Charge: 0
HOMO-LUMO gap (alpha / beta) in eV: 7.387 / 8.051
E_LUMO (alpha / beta) in Ha: -0.0287 / -0.0162

Each line ends with the Mulliken charge.
Cartesian coordinates (Å):
1 O 2.500 -0.342 -0.803  -0.34
2 N 1.836 0.709 -0.261  -0.49
3 C 0.577 0.514 -0.252  0.74
4 C -0.552 1.379 0.145  -0.38
5 O -1.405 0.392 -0.142  -0.19
6 C -0.433 -0.504 -0.576  -0.20
7 H 3.431 -0.083 -0.740  0.38
8 H -0.834 2.406 -0.066  0.27
9 H -2.367 -1.188 1.621  -0.07
10 H -2.348 -1.927 1.551  0.07
11 H -0.516 -1.517 -0.193  0.22


Record 6
Density functional theory data (ωB97M-V/def2-TZVPD) for one molecule with the formula C3H5NO2.

Computed properties:
Energy relative to the best compared isomer or geometry (same formula, charge and spin) in kcal/mol: 91.8
Electronic energy in hartree: -322.42803
Charge: 0
HOMO-LUMO gap in eV: 9.309
E_LUMO in Ha: 0.0061

Each line ends with the Mulliken charge.
Cartesian coordinates (Å):
1 N -0.962 -1.308 -0.829  -0.59
2 C -0.019 -0.233 -0.693  -0.40
3 C 0.720 2.312 0.877  -0.22
4 O 1.337 1.154 0.807  -0.16
5 C 0.590 -0.052 0.684  0.45
6 O 0.536 -0.801 1.600  -0.45
7 H -1.661 -1.269 -0.096  0.24
8 H -0.503 -2.208 -0.755  0.26
9 H 0.812 -0.380 -1.389  0.32
10 H -0.473 0.714 -1.000  0.39
11 H -0.378 2.071 0.793  0.16


Record 7
Density functional theory data (ωB97M-V/def2-TZVPD) for one molecule with the formula C3H5NO2 at a distorted geometry.

Computed properties:
Energy relative to the best compared isomer or geometry (same formula, charge and spin) in kcal/mol: 29.3
Electronic energy in hartree: -322.52761
Charge: 0
HOMO-LUMO gap in eV: 10.805
Structure (SMILES): NC(=O)CC=O
E_LUMO in Ha: 0.0279

Each line ends with the Mulliken charge.
Cartesian coordinates (Å):
1 N 1.948 -0.284 0.187  -0.41
2 C 0.753 -0.281 -0.483  0.54
3 O 0.669 -0.648 -1.642  -0.59
4 C -0.446 0.318 0.276  -0.51
5 C -1.693 0.504 -0.525  0.00
6 O -2.707 0.377 0.134  -0.49
7 H 1.961 -0.211 1.192  0.22
8 H 2.695 -0.818 -0.240  0.26
9 H -0.155 1.240 0.791  0.33
10 H -1.154 -0.152 1.037  0.29
11 H -1.732 0.672 -1.607  0.36


Record 8
Density functional theory data (ωB97M-V/def2-TZVPD) for C3H5NO2 as an isolated structure at a distorted geometry.

Computed properties:
Energy relative to the best compared isomer or geometry (same formula, charge and spin) in kcal/mol: 177.9
Electronic energy in hartree: -322.29081
Charge: 0
HOMO-LUMO gap (alpha / beta) in eV: 8.110 / 7.164
E_LUMO (alpha / beta) in Ha: -0.0150 / -0.0322

Each line ends with the Mulliken charge.
Cartesian coordinates (Å):
1 O 2.544 -0.316 -0.844  -0.34
2 N 1.862 0.769 -0.399  -0.49
3 C 0.613 0.533 -0.297  0.73
4 C -0.503 1.418 0.080  -0.37
5 O -1.351 0.407 -0.010  -0.19
6 C -0.390 -0.533 -0.439  -0.21
7 H 3.464 -0.016 -0.864  0.39
8 H -0.818 2.432 -0.143  0.29
9 H -2.528 -1.336 1.528  -0.16
10 H -2.619 -2.065 1.647  0.16
11 H -0.413 -1.478 0.097  0.19


Record 9
Density functional theory data (ωB97M-V/def2-TZVPD) for a 2-piece molecular cluster, C3H5NO2 overall at a distorted geometry.

Computed properties:
Energy relative to the best compared isomer or geometry (same formula, charge and spin) in kcal/mol: 89.5
Electronic energy in hartree: -322.43164
Charge: 0
HOMO-LUMO gap in eV: 8.897
E_LUMO in Ha: 0.0117

Each line ends with the Mulliken charge.
Cartesian coordinates (Å):
1 C -1.828 0.449 -0.066  -0.77
2 C -0.180 -0.996 -0.256  0.19
3 O 0.260 -2.095 -0.480  -0.47
4 C 0.755 0.154 0.110  0.61
5 O 0.211 1.217 0.314  -0.55
6 N 2.059 -0.086 0.175  -0.37
7 H -2.331 -0.129 0.689  0.33
8 H -1.867 1.524 0.199  0.25
9 H -2.148 0.317 -1.085  0.33
10 H 2.385 -1.019 -0.018  0.22
11 H 2.684 0.665 0.418  0.23


Record 10
Density functional theory data (ωB97M-V/def2-TZVPD) for one molecule with the formula C3H5NO2 at a distorted geometry.

Computed properties:
Energy relative to the best compared isomer or geometry (same formula, charge and spin) in kcal/mol: 47.8
Electronic energy in hartree: -322.49809
Charge: 0
HOMO-LUMO gap in eV: 10.863
Structure (SMILES): NC(=O)[C@H]1CO1
E_LUMO in Ha: 0.0332

Each line ends with the Mulliken charge.
Cartesian coordinates (Å):
1 C 0.944 -0.142 -0.136  0.27
2 C -0.452 -0.414 -0.641  0.14
3 C -1.342 -0.622 0.523  -0.38
4 H 2.293 1.205 0.319  0.28
5 H 0.653 1.930 -0.025  0.24
6 H -0.564 -0.880 -1.591  0.41
7 H -2.284 -1.192 0.389  0.26
8 H -0.794 -0.519 1.476  0.24
9 N 1.269 1.157 0.091  -0.37
10 O 1.735 -1.162 -0.088  -0.63
11 O -1.458 0.638 -0.317  -0.45


> What is the energy relative to the best compared isomer or geometry (same formula, charge and spin) in the fourth record?

5.3 kcal/mol


> charge of number 7 (C3H5NO2)?

0


> Look up the electronic energy of the third one.

-322.51292 hartree